1.
Entry from the Open Molecules 2025 dataset: a 8-piece molecular cluster, C37H54N2O16 overall (wB97M-V/def2-TZVPD).

The value obtained for the largest force on an atom is 3.0 eV/A. The calculation puts the HOMO-LUMO gap at 0.361 Eh. The charge is 0. The SMILES is N#C[C@H](CCO)[C@@H](C#N)C[C@@H]1CO1.O=C1CCCO1.O=C1CCCO1.O=C1CCCO1.O=C1CCCO1.O=C1CCCO1.O=C1CCCO1.O=C1CCCO1. For the LUMO energy, the calculation gives 0.109 eV.

```
109
Properties=species:S:1:pos:R:3:forces:R:3
N -0.98178 -9.85074 0.96713 -0.11 -0.33 0.08
C -0.56664 -8.86905 0.54754 0.05 0.45 -0.08
C -0.06586 -7.56950 0.08241 0.28 0.17 -0.03
C 0.78239 -6.92151 1.19463 0.14 -0.35 0.05
C 1.67018 -5.76358 0.69181 -0.12 0.22 0.09
O 1.46684 -5.50662 -0.69424 -0.22 -0.20 -0.07
C -1.22168 -6.67290 -0.45677 -0.11 -0.47 -0.51
C -1.41507 -6.95743 -1.89172 0.03 0.18 0.45
N -1.60011 -7.13674 -3.00753 -0.02 -0.11 -0.35
C -2.57434 -6.84988 0.24176 -0.12 0.21 0.55
C -2.61367 -6.17519 1.61435 -0.90 0.03 -0.33
C -3.07657 -4.77544 1.65940 2.92 0.44 0.32
O -1.63722 -5.21723 1.86381 -0.39 0.10 -0.03
H 0.60923 -7.76673 -0.75241 -0.07 0.00 -0.01
H 1.42903 -7.70918 1.58868 -0.04 0.02 -0.01
H 0.14271 -6.61568 2.02105 0.03 0.11 -0.09
H 2.72433 -6.00613 0.85058 -0.04 -0.06 0.00
H 1.46130 -4.86334 1.27353 -0.02 -0.02 -0.04
H 1.37885 -4.55282 -0.80909 0.26 0.09 0.14
H -0.89128 -5.63631 -0.41315 -0.01 -0.07 0.20
H -3.36050 -6.39298 -0.35938 0.08 -0.14 -0.18
H -2.81623 -7.90434 0.36985 0.03 -0.02 -0.21
H -2.91488 -6.80853 2.43995 0.26 -0.11 0.19
H -3.04594 -4.21811 0.73043 -0.78 0.01 -0.01
H -3.25824 -4.23837 2.57924 -1.09 -0.21 -0.10
O 2.34380 -2.87539 -0.47023 -0.02 -0.08 -0.19
C 2.93855 -2.51931 -1.45590 -0.17 0.12 0.04
O 4.15515 -1.95856 -1.38021 0.03 -0.02 -0.04
C 4.58288 -1.52635 -2.69192 0.03 0.08 -0.25
C 3.77217 -2.36571 -3.66872 -0.11 -0.03 -0.08
C 2.47393 -2.57816 -2.89527 0.31 -0.12 -0.06
H 4.37049 -0.46017 -2.78536 -0.02 0.00 0.00
H 5.65316 -1.68476 -2.78864 0.02 -0.01 0.21
H 3.63998 -1.88234 -4.63418 0.00 0.08 0.04
H 4.26597 -3.32429 -3.83208 0.00 0.00 0.01
H 1.76021 -1.76693 -3.05516 -0.04 -0.02 0.01
H 1.99054 -3.53012 -3.10227 -0.12 0.04 0.05
O 3.23371 1.31384 -5.35838 -0.09 -0.30 -0.06
C 2.10503 1.45161 -4.97999 0.31 0.44 0.10
O 1.07228 0.72109 -5.44911 -0.05 -0.13 0.02
C -0.17023 1.18649 -4.87186 0.07 -0.05 0.09
C 0.23511 1.89609 -3.58640 0.08 0.06 0.05
C 1.61110 2.45120 -3.95084 -0.37 -0.34 0.14
H -0.65373 1.85065 -5.58453 0.06 0.06 0.03
H -0.80906 0.32300 -4.69717 0.06 -0.06 -0.08
H -0.48989 2.64148 -3.27478 -0.01 0.01 -0.09
H 0.34322 1.16587 -2.78154 -0.03 -0.01 0.00
H 1.55468 3.43256 -4.42412 0.04 0.02 0.01
H 2.29208 2.49086 -3.10512 0.12 0.12 -0.10
O 2.59727 2.51448 2.52579 -0.08 0.01 -0.10
C 2.94944 1.36478 2.49368 0.05 0.09 0.29
O 2.30736 0.43579 1.76306 0.00 -0.07 -0.07
C 2.87145 -0.87969 2.00472 0.29 -0.13 0.00
C 4.27334 -0.60163 2.53458 0.01 0.10 0.07
C 4.10158 0.73765 3.25118 0.20 -0.25 -0.42
H 2.24500 -1.38732 2.73142 0.00 0.03 0.04
H 2.88804 -1.45370 1.08544 -0.16 0.25 -0.08
H 4.65718 -1.40114 3.16439 -0.09 -0.01 0.05
H 4.95478 -0.47425 1.69078 0.02 -0.06 0.00
H 3.79833 0.61444 4.28743 0.02 0.04 0.03
H 4.99076 1.36099 3.19560 -0.11 0.16 0.07
O -2.37963 3.20842 -4.72153 -0.13 0.05 -0.04
C -3.38400 2.96303 -5.32919 -0.05 0.00 0.18
O -4.17129 3.93416 -5.83281 -0.02 0.04 -0.03
C -5.35772 3.36778 -6.42067 -0.08 -0.07 -0.05
C -4.99092 1.92290 -6.74018 0.07 -0.03 0.04
C -3.98929 1.60501 -5.63116 -0.06 0.10 -0.30
H -6.16655 3.43979 -5.69104 0.00 -0.02 0.01
H -5.61994 3.95543 -7.29615 0.06 0.06 0.02
H -5.85358 1.26159 -6.76968 -0.02 0.02 0.05
H -4.49350 1.87343 -7.70928 -0.02 0.01 -0.01
H -4.47474 1.24077 -4.72395 0.04 -0.03 0.02
H -3.21588 0.90287 -5.93157 0.03 -0.03 0.14
O 0.73434 8.12454 5.33162 -0.05 -0.01 -0.03
C 0.85641 7.08591 4.75042 0.16 0.06 0.05
O 0.25858 5.94679 5.17307 -0.02 -0.04 0.02
C 0.65754 4.83483 4.34830 0.04 -0.09 -0.06
C 1.11720 5.45290 3.03865 0.11 0.17 -0.18
C 1.67746 6.79464 3.50592 -0.27 -0.20 -0.04
H 1.46500 4.30102 4.85483 0.02 0.01 -0.01
H -0.19252 4.16622 4.23433 -0.06 0.07 0.05
H 1.83000 4.82855 2.50722 0.00 -0.06 0.08
H 0.25606 5.62890 2.39361 -0.04 -0.06 0.03
H 2.72628 6.72686 3.80122 0.01 0.05 0.00
H 1.55922 7.59575 2.78134 0.10 0.09 0.07
O 2.20589 -0.83800 4.92337 -0.14 -0.12 0.33
C 1.09163 -0.68075 5.33913 0.07 0.20 -0.13
O 0.05912 -1.43669 4.91446 -0.03 -0.06 0.02
C -1.17611 -0.96139 5.48228 -0.09 0.06 0.06
C -0.76841 -0.19312 6.73484 0.08 0.02 0.00
C 0.59918 0.35437 6.32989 -0.19 -0.21 0.13
H -1.66573 -0.32248 4.74487 0.01 0.02 0.00
H -1.81168 -1.81960 5.68439 0.06 -0.05 -0.04
H -1.49038 0.56850 7.01974 0.00 0.02 -0.06
H -0.65555 -0.88326 7.57177 -0.02 -0.01 0.00
H 0.52490 1.31157 5.80961 0.05 0.02 0.00
H 1.29743 0.44826 7.15678 0.08 0.09 -0.07
O -3.58911 4.87316 2.02093 0.07 -0.08 -0.01
C -3.05672 5.29135 1.03714 -0.18 0.13 0.04
O -1.85962 5.93026 1.07628 0.00 -0.06 -0.04
C -1.50564 6.40870 -0.23159 0.04 0.08 -0.12
C -2.30603 5.55548 -1.20823 -0.07 -0.09 0.05
C -3.56276 5.25451 -0.39471 0.30 -0.07 -0.09
H -1.77788 7.46465 -0.29347 0.00 0.00 0.00
H -0.42902 6.31415 -0.35322 0.01 -0.02 0.09
H -2.48857 6.05326 -2.15772 -0.02 0.04 0.02
H -1.77608 4.62426 -1.41323 0.04 0.02 -0.02
H -4.32475 6.02813 -0.50376 -0.04 -0.02 0.02
H -4.00091 4.28466 -0.61259 -0.13 0.04 0.06
```
Positions in Å, forces in eV/Å.

2.
Entry from the Open Molecules 2025 dataset: one molecule with the formula C3H6N2O2 (wB97M-V/def2-TZVPD).

The value obtained for the largest force on an atom is 3.1 eV/A. The calculation puts the HOMO-LUMO gap at 0.332 Eh. The charge is 0. The SMILES is OC1(O)C=CNN1. For the LUMO energy, the calculation gives 0.892 eV. The value obtained for the energy relative to the best compared isomer or geometry (same formula, charge and spin) is 352.8 kJ/mol.

```
13
Properties=species:S:1:pos:R:3:forces:R:3
C -0.20737 1.16889 0.04722 -1.32 -1.62 -0.48
C -1.43852 0.62931 0.21775 1.57 0.64 -0.64
C 0.73740 0.03176 -0.13678 1.48 -0.89 1.53
N -1.40406 -0.72771 0.01416 -0.27 -0.62 0.86
N -0.03802 -1.15881 -0.18281 -1.85 -0.13 -0.70
O 1.52926 -0.10348 1.05195 -1.40 1.32 2.45
O 1.69116 -0.07018 -1.13632 0.36 0.85 -0.84
H 0.10644 2.14616 0.16060 0.48 1.72 0.26
H -2.38616 1.08872 0.48535 0.26 -0.04 -0.14
H -2.14647 -1.01409 -0.57655 -0.22 -1.02 -0.75
H 0.23268 -1.65747 -1.03664 -1.14 0.25 0.14
H 0.84489 0.09211 1.79404 2.06 -0.65 -1.63
H 2.47877 -0.42521 -0.70197 -0.01 0.21 -0.08
```
Positions in Å, forces in eV/Å.

3.
Entry from the Open Molecules 2025 dataset: a 2-piece molecular cluster, C2H9N2S overall (wB97M-V/def2-TZVPD).

The value obtained for the largest force on an atom is 3.6 eV/A. The calculation puts the HOMO-LUMO gap (spin up / spin down) at 0.292 / 0.292 Eh. The charge is +1. For the LUMO energy (spin up / spin down), the calculation gives -4.425 / -4.423 eV. The value obtained for the energy relative to the best compared isomer or geometry (same formula, charge and spin) is 313.2 kJ/mol.

```
14
Properties=species:S:1:pos:R:3:forces:R:3
C 0.89588 0.01500 -0.79588 -2.67 -1.39 0.31
C 0.52185 1.25606 -0.06467 0.28 0.40 -0.15
N -0.97531 -1.04101 -0.47296 2.60 2.44 -0.41
N -0.25472 0.83616 1.14070 0.01 -0.01 0.12
S -0.82436 -2.67472 -0.63102 0.24 -1.18 0.14
H 0.96677 0.06331 -1.86710 0.11 0.06 -0.23
H 1.57250 -0.67212 -0.31735 0.11 -0.22 0.11
H -0.11740 1.89030 -0.68017 0.01 -0.04 0.15
H 1.39956 1.84055 0.23373 -0.15 -0.03 0.00
H -1.43730 -0.67900 -1.29944 -0.19 -0.01 -0.11
H -0.86754 1.56678 1.50306 0.08 -0.09 0.00
H 0.35919 0.51485 1.89226 -0.14 0.08 -0.07
H -0.80222 -0.01664 0.71744 -0.12 0.07 0.29
H -0.43688 -2.89954 0.64139 -0.17 -0.08 -0.16
```
Positions in Å, forces in eV/Å.

4.
Entry from the Open Molecules 2025 dataset: one molecule with the formula C2H3N3O (wB97M-V/def2-TZVPD).

The value obtained for the largest force on an atom is 0.4 eV/A. The calculation puts the HOMO-LUMO gap at 0.352 Eh. The charge is 0. For the LUMO energy, the calculation gives 0.664 eV. The value obtained for the energy relative to the best compared isomer or geometry (same formula, charge and spin) is 400.7 kJ/mol.

```
9
Properties=species:S:1:pos:R:3:forces:R:3
O -1.42134 -0.62731 1.29397 -0.39 -0.18 -0.08
C 0.12753 -1.35414 -0.38689 0.30 0.31 0.05
N 1.07730 -0.70216 -1.05834 -0.10 -0.10 0.03
N 0.93951 0.63332 -0.78554 -0.06 0.17 -0.01
C -0.06750 0.86993 0.04205 0.15 -0.23 -0.04
N -0.54933 -0.34216 0.28522 0.40 0.09 0.03
H -1.31467 -1.60029 1.31972 -0.21 0.17 0.07
H 1.64100 1.29280 -1.08486 -0.22 -0.02 -0.19
H -0.43252 1.83000 0.37467 0.13 -0.21 0.14
```
Positions in Å, forces in eV/Å.